{
  "formula": "C2H5N3OS",
  "method": "ωB97M-V/def2-TZVPD",
  "largest_force_ha_per_bohr": 0.1661,
  "total_charge": 0,
  "gap_ev": 9.582,
  "de_lowest_kj_mol": 681.8,
  "elements": ["S", "O", "N", "N", "N", "C", "C", "H", "H", "H", "H", "H"],
  "xyz": [[1.12973, -0.01268, 0.20966], [-1.06240, -0.60513, -0.81588], [1.07378, -1.80133, 0.88336], [-0.84476, 1.68766, -0.29782], [-0.40487, 2.69484, 0.46161], [-0.33768, 0.31758, -0.42346], [0.80958, -2.74643, -0.06855], [0.73693, -3.83384, 0.78674], [0.18098, 2.19138, 1.30870], [-2.04088, 1.55333, -0.44929], [0.36048, 3.13053, -0.22061], [0.39910, -2.57592, -1.37447]],
  "lowdin_charge": [0.920, -0.087, -0.293, -0.220, -0.078, -0.906, -0.158, 0.161, 0.114, 0.235, 0.129, 0.183]
}